Formula: C21H33BrCl2N6O4S
Source: the Open Molecules 2025 dataset
Level of theory: ωB97M-V/def2-TZVPD

XYZ file:
```
68
Properties=species:S:1:pos:R:3
Br -4.38530 -6.50330 1.19994
Cl 1.23898 -5.63548 2.73092
Cl 1.91123 -4.38756 -1.74637
S -0.43285 -0.24193 1.18928
O -0.08672 2.26208 -0.85576
O -3.14604 3.16527 1.37848
O 0.09075 7.05044 -2.78045
O 6.30649 -5.13057 1.98304
N 0.48068 -1.67341 0.66280
N -1.09841 8.51187 -3.99829
N -4.58111 1.49956 1.82458
N -2.07608 -0.85840 1.47624
N -1.43527 1.58802 -2.51711
N 7.56363 -6.69303 2.98870
C 7.42886 -5.55327 2.25204
C -1.48528 -5.49333 0.51609
C -2.99666 -5.03777 1.01749
C 2.05020 -5.31472 1.05362
C -0.34715 -4.31364 0.40132
C -0.92653 7.73097 -2.89352
C 8.77830 -7.34992 3.40889
C -0.69222 2.54292 -1.88787
C -0.61007 -2.71995 0.74684
C -2.20843 9.37648 -4.32049
C -5.84284 0.89514 2.17985
C -2.13457 -2.34857 1.22188
C -4.28488 2.82400 1.69044
C -0.64476 3.91834 -2.49207
C 8.67689 -4.85227 1.79362
C -2.21330 1.71086 -3.72669
C -2.00426 7.73570 -1.84587
C 3.63011 -5.73997 0.89791
C -5.37969 3.82472 1.93346
C -3.33950 -3.45292 1.35400
C 1.21802 -4.69142 -0.05141
H -2.12671 8.74249 -1.43777
H -0.32912 8.45268 -4.65505
H -1.82273 10.39190 -4.44066
H 9.67364 -6.82870 3.06812
H -3.79094 0.89148 1.64425
H 8.40400 -3.96208 1.21889
H -0.21520 3.87262 -3.49633
H 4.19582 -5.36864 1.87904
H -5.74365 3.74100 2.96084
H -1.82854 0.98899 -4.45137
H -5.69148 0.30419 3.08657
H 8.77058 -8.36558 3.00559
H -1.72097 7.06465 -1.02937
H 4.15471 -5.34184 -0.07145
H 9.26309 -5.51241 1.14897
H 9.26904 -4.53704 2.65684
H -1.41539 0.69029 -2.04772
H -2.63428 9.04096 -5.26937
H -6.14096 0.23043 1.36525
H -4.98747 4.83573 1.78773
H -0.01285 4.56491 -1.87573
H -2.98078 9.36807 -3.55054
H -1.18178 -6.59859 0.24208
H 8.77653 -7.39853 4.50064
H -6.19693 3.66662 1.22474
H -2.16798 2.71426 -4.15161
H -1.64911 4.34861 -2.52558
H 6.67740 -7.10378 3.25799
H -3.25023 1.46091 -3.48882
H -6.62556 1.63468 2.35260
H -2.94527 7.37999 -2.27359
H 3.65186 -6.93304 0.89761
H -4.40096 -3.08017 1.68169
```

The total charge is 0. The value obtained for the frontier orbital gap is 6.9 eV. The value obtained for the lowest unoccupied orbital energy is -1.490 eV. As for the molecular weight: 616.4 g/mol. As for the structure (SMILES): C/C(Cl)=C(\Cl)c1cc(Br)cc2nsnc12.CNC(C)=O.CNC(C)=O.CNC(C)=O.CNC(C)=O. The value obtained for the HOMO energy is -8.38 eV.


Formula: C21H33BrO9Si
Source: the Open Molecules 2025 dataset
Level of theory: ωB97M-V/def2-TZVPD

XYZ file:
```
65
Properties=species:S:1:pos:R:3
Br 0.85319 0.79854 -2.99318
Si 0.43145 -0.28575 -1.06554
O 0.28130 4.92106 3.61992
O -1.09438 5.42276 5.20529
O -1.58944 3.67732 3.85873
O 0.52611 -0.84781 -7.45633
O 4.40263 -2.09099 4.12251
O 3.88085 0.02958 4.70127
O 5.78606 -0.76905 5.32391
O 1.47031 -2.41940 -6.13668
O 0.25110 -3.06471 -7.79633
C 2.05181 -1.36790 -5.35686
C 0.64015 4.09570 2.51261
C -5.13929 -1.84231 0.69863
C -2.03816 -1.51629 -1.43352
C -4.23750 -1.49735 -0.46324
C 2.63105 -0.13312 4.02875
C -0.28038 0.84162 0.23102
C -0.56058 -1.86274 -1.35303
C 0.73065 -1.99551 -7.15798
C -1.57868 1.58133 -0.17545
C -2.89187 -1.86083 -0.39632
C 3.07921 -1.21419 0.12021
C 2.06670 -0.85705 -0.41731
C -0.56866 -2.75395 -8.92331
C 4.66322 -1.04744 4.66307
C -3.84302 -0.46466 -2.61673
C 6.72643 -1.84382 5.36220
C -0.87289 4.58394 4.19501
C -4.68938 -0.80828 -1.57178
C -2.50474 -0.82090 -2.54466
C -2.30799 5.17583 5.91771
H 2.04521 -0.92655 4.48948
H 1.28217 -0.73815 -4.90988
H 0.76383 3.06069 2.82814
H -0.88896 -3.70214 -9.34574
H 6.30133 -2.70877 5.86785
H -2.42616 0.97198 0.13736
H -0.47758 0.30542 1.15926
H -2.49276 -2.39016 0.45756
H -1.82873 -0.53708 -3.33776
H -4.96480 -2.86167 1.02832
H 1.58875 4.46554 2.13391
H -1.69511 1.68848 -1.25068
H 7.04347 -2.11338 4.35649
H 2.72444 -0.76511 -5.96589
H -4.17507 0.09402 -3.47893
H -2.29641 4.18336 6.36428
H -1.44386 -2.18383 -8.61696
H -4.88949 -1.17443 1.52289
H -3.16840 5.28327 5.25992
H 2.09269 0.80563 4.12748
H -6.17344 -1.66379 0.41856
H 2.62294 -1.84392 -4.56375
H 3.83784 -1.80789 0.57198
H -2.36349 5.92216 6.70482
H -0.10701 4.16349 1.72335
H 2.78600 -0.34333 2.97162
H -1.69633 2.54171 0.31858
H -5.73015 -0.51864 -1.64679
H -0.00209 -2.20132 -9.67055
H -0.37311 -2.50843 -0.49472
H 7.58426 -1.48616 5.92424
H 0.46777 1.60184 0.46366
H -0.22302 -2.37649 -2.25068
```

The total charge is 0. The value obtained for the frontier orbital gap is 9.4 eV. The value obtained for the lowest unoccupied orbital energy is 0.505 eV. As for the molecular weight: 537.5 g/mol. As for the structure (SMILES): C#C[Si@](Br)(CC)Cc1cccc(C)c1.COC(=O)OC.COC(=O)OC.COC(=O)OC. The value obtained for the HOMO energy is -8.93 eV.


Formula: C21H33Cl2EuN4O3
Source: the Open Molecules 2025 dataset
Level of theory: ωB97M-V/def2-TZVPD

XYZ file:
```
64
Properties=species:S:1:pos:R:3
Eu -0.05740 0.91633 0.40228
Cl 1.48873 -0.75672 1.93519
Cl 0.23741 3.27066 1.51456
O -0.88951 -1.30880 -0.60775
O 1.28304 -1.73740 -3.65923
O -1.87503 1.62249 -1.14665
N -2.06718 0.73013 1.97372
N 0.25794 -3.30491 -0.40793
N -2.34911 1.26945 4.09569
N -2.93164 1.29538 -3.15304
C 0.99577 -4.37501 -1.07661
C 4.38390 -2.88210 -1.00553
C 2.45753 1.75251 -0.28823
C 4.91842 -2.07847 -3.67599
C -2.05684 0.95830 -2.20087
C 3.41200 -2.20630 -1.75533
C -0.15998 -2.22757 -1.08245
C 3.54940 2.62023 0.32334
C -0.12968 -3.50390 0.97856
C -3.26335 0.37316 -4.22971
C -3.64540 2.56668 -3.08642
C 5.89826 -2.77631 -2.95747
C -2.09505 1.40724 5.52041
C -1.48336 0.76312 3.17455
C 3.63018 -1.94487 -3.12724
C 5.60881 -3.21758 -1.64273
C -3.53555 1.59016 3.44180
C -3.31522 1.31961 2.11024
C 1.06621 2.32239 -2.22955
C 2.47197 -1.37196 -3.86308
C 1.31173 2.31852 -0.72355
H 2.67704 0.64211 -0.38578
H -3.48210 3.13952 -4.01078
H -2.06447 2.45800 5.84622
H 4.51118 2.24507 -0.06706
H -2.64337 -0.52306 -4.13934
H 2.05345 2.53407 -2.68428
H 6.92496 -2.89989 -3.34380
H 1.20384 -4.09759 -2.11805
H 0.18291 -2.20848 -2.11548
H 0.71080 -3.25772 1.64010
H -2.89061 0.89949 6.08378
H -1.13098 0.93659 5.74808
H -4.37671 2.00659 3.96779
H -3.91554 1.58984 1.25652
H 2.47439 -1.85246 -1.29934
H 0.37673 3.11105 -2.57495
H 1.95611 -4.57911 -0.57848
H 4.20590 -3.06603 0.07730
H 2.63404 -0.39836 -4.41524
H 3.35128 3.66575 0.05226
H 0.40097 -5.30040 -1.07721
H 5.09534 -1.61520 -4.64384
H -3.25476 3.10991 -2.22487
H 3.56975 2.61223 1.41173
H -3.08926 0.81988 -5.21670
H 6.38402 -3.75614 -1.07557
H -4.72501 2.39631 -2.97452
H -0.94330 -2.81287 1.20629
H -0.44210 -4.54656 1.10789
H -4.31896 0.07319 -4.18896
H 0.70615 1.34748 -2.62435
H -1.47109 0.04132 -2.40197
H -0.42993 0.52773 3.37343
```

The total charge is -1. The value obtained for the frontier orbital gap (alpha / beta) is 3.3 / 6.7 eV. The value obtained for the lowest unoccupied orbital energy (alpha / beta) is 2.254 / 2.248 eV. As for the molecular weight: 612.4 g/mol. The value obtained for the HOMO energy (alpha / beta) is -1.08 / -4.47 eV. The spin multiplicity is 8.


Formula: C21H33Cl2N5OTm
Source: the Open Molecules 2025 dataset
Level of theory: ωB97M-V/def2-TZVPD

XYZ file:
```
63
Properties=species:S:1:pos:R:3
Tm 1.04490 -0.09480 -0.36044
Cl 2.24705 2.20413 1.99765
Cl 3.13101 1.67692 -0.84081
O -0.51192 -1.59013 -0.94948
N 2.76232 -1.00907 0.69323
N 0.24247 -1.46450 1.88006
N 2.05682 0.38960 -4.79419
N 1.42115 -0.00044 -2.69281
N 2.73644 -1.64412 -0.58578
C -1.04938 -3.77802 0.07290
C -3.51348 0.89218 -1.95788
C -2.58802 2.55923 2.67388
C -2.59801 1.53871 -0.95940
C 0.02980 -0.48892 2.78636
C -0.12858 -2.73359 2.23795
C -1.30856 1.97377 -1.36190
C 3.56758 2.48488 0.76337
C -0.83013 -1.96994 4.43571
C 1.83919 -0.98524 -4.67828
C 1.80390 0.92010 -3.58077
C -0.96853 3.03293 0.81204
C -0.64063 -3.01405 3.52137
C -0.52503 -0.67471 4.03593
C -0.52802 2.80053 -0.50792
C -2.98313 1.76718 0.38141
C -2.13319 2.37980 1.27199
C -1.56787 -2.40054 -0.27491
C 1.41336 -1.22052 -3.41056
C 0.50189 3.72474 -1.13410
C 0.02504 -3.82736 1.20556
H 3.69967 -0.65247 0.95589
H 4.52421 2.07236 1.12903
H -0.00773 4.55983 -1.63856
H -2.42992 -2.45159 -0.98155
H 2.31314 0.86460 -5.68352
H 3.65636 3.56908 0.53979
H -1.85158 -1.75215 0.57519
H 0.01102 -4.78264 1.75134
H 1.15612 4.10845 -0.38672
H 0.24823 0.53978 2.44886
H 1.06461 3.21406 -1.92808
H -0.52208 -1.73713 -1.92421
H 3.45683 -1.30401 -1.20752
H 1.94531 1.98365 -3.40751
H -1.72587 2.50940 3.38758
H -3.25254 1.72142 2.92642
H -1.88997 -4.39405 0.38856
H -3.95816 1.46354 0.71123
H -3.11863 3.45959 2.95120
H -3.27863 -0.14850 -2.06355
H 1.24215 -2.16337 -2.95493
H -0.54663 0.15971 4.75271
H -0.62157 -4.27422 -0.80363
H 1.00962 -3.78607 0.76809
H -1.06052 1.84650 -2.44158
H -3.42458 1.36086 -2.95714
H 2.87223 -2.65521 -0.45875
H 2.41364 -1.62089 1.44693
H -4.58631 0.94274 -1.72199
H -0.70594 -4.04923 3.77560
H -0.45060 3.76790 1.41616
H -1.29353 -2.16917 5.40625
H 2.16320 -1.65155 -5.45177
```

The total charge is +3. The value obtained for the frontier orbital gap (alpha / beta) is 8.2 / 7.8 eV. The value obtained for the lowest unoccupied orbital energy (alpha / beta) is -8.594 / -9.038 eV. As for the molecular weight: 611.4 g/mol. The value obtained for the HOMO energy (alpha / beta) is -16.82 / -16.82 eV. The spin multiplicity is 3.


Formula: C21H33CoGeN4
Source: the Open Molecules 2025 dataset
Level of theory: ωB97M-V/def2-TZVPD

XYZ file:
```
60
Properties=species:S:1:pos:R:3
Ge 1.71949 1.76445 -1.21235
Co -0.57300 0.01488 0.48174
N -1.33725 -1.96723 -1.41971
N -0.11728 1.17279 2.36441
N -2.22779 1.27046 0.55412
N -1.83892 -1.03161 1.82806
C 1.98704 3.38896 -2.34147
C 2.57502 2.27115 0.52067
C 3.06661 0.49700 -1.96938
C -2.24610 -1.84027 -2.38098
C -1.95455 -1.86555 -3.73312
C 1.97824 -3.14110 -0.80008
C 1.91647 -1.38716 1.31064
C 0.32749 -2.17678 -3.11514
C -3.13947 -0.98245 1.14893
C -0.06641 1.17502 -1.05348
C -0.05584 -2.12178 -1.77144
C -0.62694 -2.04222 -4.10270
C -2.19790 2.29263 1.58582
C -0.78684 2.44988 2.16178
C 0.95739 -2.19814 -0.69187
C -3.38883 0.41239 0.48179
C -0.54036 0.32998 3.46664
C 2.94382 -2.31881 1.21821
C 0.87721 -1.26674 0.36899
C -1.83663 -0.42881 3.16377
C 2.98051 -3.21374 0.15582
H -0.18973 2.98557 1.42403
H 4.05256 0.95913 -2.08223
H -4.26669 0.88950 0.93610
H 1.99737 3.01365 1.07829
H -1.72625 1.58603 -0.34157
H 0.25566 -0.39710 3.63905
H -3.96014 -1.23005 1.83754
H 1.41774 4.22315 -1.92465
H 1.98483 -3.83239 -1.63791
H -0.83599 3.05225 3.08409
H -3.27419 -1.70765 -2.05099
H 3.57070 2.68709 0.34376
H 3.04197 3.67400 -2.40523
H -1.99413 -1.17863 3.94945
H -0.34017 -2.05079 -5.14750
H 2.69498 1.36945 1.12774
H 1.95011 -0.70100 2.15571
H -2.51026 3.27193 1.19906
H 3.77261 -3.94823 0.07216
H 3.72273 -2.34361 1.97434
H -3.63184 0.24677 -0.57057
H 3.15711 -0.37525 -1.31691
H -2.91057 2.03998 2.37596
H 1.61490 3.20451 -3.35251
H 1.37719 -2.26606 -3.35974
H 0.88528 1.29799 2.34907
H -0.28823 0.64499 -2.00071
H -2.73880 -1.73749 -4.46730
H -0.68705 0.89049 4.40562
H 2.73780 0.14851 -2.95296
H -3.10402 -1.74574 0.37406
H -2.68532 0.25154 3.22209
H -1.48536 -1.97975 1.84299
```

The total charge is -1. The value obtained for the frontier orbital gap (alpha / beta) is 4.5 / 4.5 eV. The value obtained for the lowest unoccupied orbital energy (alpha / beta) is 2.906 / 2.904 eV. As for the molecular weight: 473.1 g/mol. The value obtained for the HOMO energy (alpha / beta) is -1.59 / -1.55 eV. The spin multiplicity is 2.


Formula: C21H33N6OsSTe
Source: the Open Molecules 2025 dataset
Level of theory: ωB97M-V/def2-TZVPD

XYZ file:
```
63
Properties=species:S:1:pos:R:3
Os -0.11875 -0.23257 -0.36650
Te -1.69040 3.23895 0.27009
S 1.84963 0.99378 -0.12228
N 1.14534 -0.03411 2.26447
N -0.17003 0.02751 -2.48874
N -1.98629 -1.10778 0.08392
N 3.18800 0.99079 2.16696
N -0.00254 -0.45985 1.61693
N 0.72144 -1.10491 -2.41237
C 0.51157 -2.18670 -3.44237
C -2.12968 -1.35203 1.41980
C -4.25966 -2.37503 1.04923
C -0.78436 -2.91997 -3.12318
C -1.01426 -0.91772 2.28785
C -3.43023 7.10604 -0.22883
C -3.24819 -1.98223 1.92159
C -4.11848 -2.11862 -0.30095
C 0.48358 -1.57758 -4.84104
C -5.27121 5.53527 0.00894
C -1.04510 6.40685 -0.27958
C -1.09576 -1.03693 3.77064
C 1.71275 -3.10915 -3.27296
C -3.00670 4.76191 0.01743
C -5.77019 8.00019 -0.17398
C -4.40614 4.47835 0.07930
C -2.96846 -1.48476 -0.74182
C 2.08363 0.62089 1.55560
C -4.90992 3.07034 0.22617
C -4.81121 6.86419 -0.13068
C -2.51017 6.09083 -0.16579
H -2.82091 -1.27478 -1.79056
H -5.66719 8.54150 -1.11851
H -0.40228 5.52301 -0.24341
H -1.66822 -2.35598 -3.43837
H -0.81421 -3.86508 -3.66410
H -2.08119 -0.72955 4.11833
H -3.33546 -2.18431 2.97962
H -4.60642 2.45657 -0.62685
H 0.24938 0.83214 -2.94807
H -4.53073 2.60802 1.14326
H -5.14291 -2.87198 1.42850
H -5.99610 3.04910 0.27837
H -0.42881 -1.01005 -5.03988
H -0.98266 -0.22964 -3.04175
H -6.80197 7.67975 -0.06173
H -4.87973 -2.40655 -1.01267
H 1.25979 -0.24305 3.24525
H 1.68268 -0.78036 -2.46089
H -0.37158 -0.42064 4.29790
H 2.65056 -2.58540 -3.47437
H 0.52411 -2.37359 -5.58387
H 1.74995 -3.52932 -2.26657
H -0.84903 -3.14465 -2.05666
H 3.90739 1.46942 1.64361
H -0.73346 7.07427 0.52448
H 1.34749 -0.93099 -5.01281
H -6.33798 5.35673 0.06732
H -3.08458 8.12621 -0.35473
H 1.63970 -3.93341 -3.98070
H 3.38786 0.78277 3.13525
H -5.53110 8.71955 0.61342
H -0.94942 -2.07680 4.07617
H -0.84074 6.91278 -1.22372
```

The total charge is +3. The value obtained for the frontier orbital gap (alpha / beta) is 7.0 / 5.8 eV. The value obtained for the lowest unoccupied orbital energy (alpha / beta) is -9.081 / -10.689 eV. As for the molecular weight: 719.4 g/mol. The value obtained for the HOMO energy (alpha / beta) is -16.11 / -16.44 eV. The spin multiplicity is 5.